(1)
Computed, not measured: a structure of composition C54H45IKN3O2S3 at a distorted geometry, with ωB97M-V/def2-TZVPD.

Each line ends with the Mulliken charge.
Positions of all 109 atoms, in Å:
K 1.43 0.50 -1.14  1.47
C 1.81 2.74 6.05  -1.72
C 1.86 3.60 4.78  2.15
C 2.24 5.04 5.16  -1.78
C 0.47 3.62 4.15  -1.88
C 2.92 3.03 3.83  0.57
C 4.26 2.99 4.24  -0.46
C 5.28 2.53 3.42  -1.36
C 4.94 2.10 2.14  0.72
S 5.95 1.55 0.84  -0.28
C 4.51 1.35 -0.15  0.14
N 3.40 1.65 0.43  0.44
C 3.61 2.10 1.72  -2.07
C 2.60 2.58 2.56  0.20
C 4.61 0.94 -1.57  0.85
C 5.59 0.03 -1.95  -0.68
C 5.68 -0.36 -3.28  -0.84
C 4.79 0.16 -4.21  -0.55
C 3.82 1.08 -3.81  -1.00
C 3.70 1.51 -2.49  -0.10
H 1.06 3.14 6.74  0.43
H 2.77 2.72 6.57  0.37
H 1.53 1.71 5.81  0.34
H 1.49 5.46 5.84  0.44
H 2.29 5.67 4.27  0.41
H 3.21 5.08 5.66  0.35
H -0.24 4.07 4.85  0.55
H 0.12 2.62 3.92  0.11
H 0.45 4.22 3.24  0.43
H 4.53 3.33 5.23  0.42
H 6.30 2.53 3.76  0.38
H 1.59 2.61 2.17  0.80
H 6.27 -0.38 -1.22  0.42
H 6.44 -1.07 -3.58  0.40
H 4.86 -0.13 -5.25  0.56
H 3.15 1.48 -4.56  0.44
C 3.12 -3.04 -6.12  -1.46
C 1.99 -2.46 -5.32  1.03
C 1.04 -1.63 -5.91  -0.74
C 0.02 -1.05 -5.16  -0.84
C -0.05 -1.32 -3.81  0.18
C 0.88 -2.16 -3.19  -0.31
C 1.89 -2.72 -3.95  -0.88
S -1.26 -0.40 -2.85  1.20
O -2.21 0.18 -3.83  -0.79
C -2.15 -1.74 -2.05  1.30
C -2.50 -2.88 -2.81  -0.79
C -3.40 -3.77 -2.31  -1.30
C -4.02 -3.55 -1.05  0.81
C -4.99 -4.44 -0.55  -0.95
C -5.60 -4.20 0.65  -0.81
C -5.26 -3.05 1.40  -0.72
C -4.31 -2.18 0.94  -1.03
C -3.66 -2.41 -0.30  1.01
C -2.68 -1.50 -0.81  -0.24
C -2.35 -0.26 -0.03  -1.04
C -3.14 0.90 -0.27  0.66
C -4.18 0.91 -1.23  -1.04
C -4.91 2.04 -1.46  -0.95
C -4.64 3.23 -0.74  -0.72
C -3.65 3.25 0.19  -0.74
C -2.87 2.09 0.45  0.48
C -1.84 2.12 1.41  -0.26
C -1.09 1.00 1.63  -1.03
C -1.35 -0.19 0.92  1.20
S -0.14 -1.46 1.25  0.35
O 0.45 -1.84 -0.08  -0.46
C -1.14 -2.83 1.78  0.46
C -1.72 -2.77 3.04  -0.58
C -2.46 -3.85 3.50  -0.94
C -2.61 -4.99 2.71  0.98
C -3.44 -6.15 3.19  -1.42
C -1.99 -5.04 1.47  -0.80
C -1.25 -3.96 0.99  -0.11
H 2.82 -3.21 -7.16  0.42
H 3.46 -3.98 -5.70  0.38
H 3.97 -2.35 -6.13  0.19
H 1.10 -1.42 -6.97  0.40
H -0.71 -0.40 -5.61  0.60
H 0.81 -2.37 -2.13  0.40
H 2.61 -3.37 -3.47  0.45
H -2.06 -3.02 -3.79  0.65
H -3.67 -4.65 -2.88  0.43
H -5.26 -5.31 -1.14  0.45
H -6.36 -4.88 1.02  0.46
H -5.74 -2.87 2.35  0.44
H -4.05 -1.31 1.53  0.48
H -4.39 0.02 -1.81  0.48
H -5.69 2.04 -2.21  0.43
H -5.22 4.12 -0.94  0.39
H -3.42 4.16 0.74  0.49
H -1.63 3.03 1.94  0.29
H -0.28 1.01 2.35  0.55
H -1.60 -1.89 3.66  0.47
H -2.92 -3.81 4.47  0.34
H -3.72 -6.04 4.24  0.37
H -2.90 -7.09 3.08  0.37
H -4.35 -6.23 2.60  0.25
H -2.09 -5.92 0.86  0.39
H -0.77 -3.99 0.03  0.49
I 0.22 7.30 -1.37  0.02
C 0.76 5.31 -1.53  -0.99
C 1.97 4.79 -1.97  -0.26
N 1.90 3.45 -1.90  -0.11
N 0.68 3.08 -1.44  -0.39
C -0.01 4.20 -1.21  -0.13
H 2.86 5.29 -2.30  0.47
H 2.85 2.46 -2.19  0.54
H -1.03 4.16 -0.85  0.42

## Properties
ΔE to the lowest compared entry with this formula, charge and spin = 80.9 kJ/mol
largest force on an atom = 1.85 eV Å⁻¹
E_HOMO = -7.340 eV
spin multiplicity = 1
electronic energy = -122226.286 eV



(2)
Computed, not measured: a structure of composition C6H15N3, with ωB97M-V/def2-TZVPD.

Each line ends with the natural charge from an NBO analysis.
Positions of all 24 atoms, in Å:
C 0.64 1.63 0.16  -0.43
C -0.13 -2.90 0.05  -0.68
C 0.58 2.61 -1.01  -0.61
C 0.75 -1.70 0.27  0.54
N 2.01 -1.87 0.43  -0.81
H 2.52 -1.03 0.66  0.33
H 1.66 1.25 0.25  0.21
H 0.38 2.14 1.09  0.19
H 0.16 -3.39 -0.88  0.25
H 0.01 -3.62 0.87  0.23
H -1.19 -2.64 -0.01  0.20
H 1.34 3.39 -0.90  0.21
H 0.78 2.07 -1.94  0.23
H -0.39 3.10 -1.09  0.20
C -1.77 0.79 -0.03  -0.65
C -0.29 0.42 -0.05  0.34
N 0.00 -0.54 1.22  -0.69
N 0.15 -0.43 -1.07  -0.84
H -0.82 -0.83 1.76  0.40
H 0.70 -0.23 1.89  0.40
H -0.64 -0.86 -1.54  0.33
H -2.00 1.35 -0.94  0.24
H -2.03 1.41 0.83  0.21
H -2.39 -0.11 -0.03  0.21

## Properties
ΔE to the lowest compared entry with this formula, charge and spin = 272.3 kJ/mol
largest force on an atom = 0.95 eV Å⁻¹
E_HOMO = -7.771 eV
spin multiplicity = 1
electronic energy = -10933.088 eV



(3)
Computed, not measured: a cluster of 6 separate species, C2H14O6 in total at a distorted geometry, with ωB97M-V/def2-TZVPD.

Each line ends with the natural charge from an NBO analysis.
Positions of all 22 atoms, in Å:
O 0.74 0.86 2.16  -0.58
C 0.22 0.05 2.88  0.48
C -0.79 -0.93 2.20  -0.72
H 0.38 -0.08 3.96  0.12
H -1.50 -0.19 1.75  0.25
H -1.27 -1.58 2.92  0.22
H -0.26 -1.54 1.49  0.25
H -2.43 -2.30 -1.45  0.47
H -1.57 -1.27 -0.88  0.47
O -2.15 -1.98 -0.58  -0.95
H 3.26 -2.23 -1.07  0.47
H 2.65 -0.90 -0.82  0.47
O 2.44 -1.74 -1.25  -0.94
H 0.33 -1.46 -2.82  0.49
H -0.06 0.05 -2.71  0.48
O -0.37 -0.82 -2.98  -0.97
H 1.65 2.70 -0.30  0.47
H 1.22 1.49 0.46  0.51
O 1.11 1.91 -0.41  -0.97
H -1.70 1.96 -1.01  0.46
H -0.45 2.79 -0.53  0.49
O -1.43 2.80 -0.63  -0.97

## Properties
ΔE to the lowest compared entry with this formula, charge and spin = 35.8 kJ/mol
largest force on an atom = 2.99 eV Å⁻¹
SMILES = CC=O.O.O.O.O.O
E_HOMO = -10.455 eV
spin multiplicity = 1
electronic energy = -14585.631 eV



(4)
Computed, not measured: the ion C2H7N4O with charge +1 at a distorted geometry, with ωB97M-V/def2-TZVPD.

Each line ends with the natural charge from an NBO analysis.
Positions of all 14 atoms, in Å:
C -0.76 0.12 -0.09  0.53
C 0.19 -0.74 -0.83  -0.39
N -0.43 1.38 0.09  -0.22
N 1.44 -1.00 -0.14  -0.06
N 1.69 -0.34 0.83  -0.36
N -1.82 -0.55 0.43  -0.71
O 0.62 1.90 -0.66  -0.49
H -0.27 -1.68 -1.21  0.26
H 0.44 -0.27 -1.80  0.29
H -0.86 2.01 0.75  0.42
H 1.46 1.72 -0.14  0.50
H 2.56 -0.73 1.27  0.36
H -1.88 -1.62 0.39  0.45
H -2.39 -0.19 1.11  0.41

## Properties
ΔE to the lowest compared entry with this formula, charge and spin = 352.5 kJ/mol
largest force on an atom = 3.42 eV Å⁻¹
total charge = +1
SMILES = [H]/N=N/CC(=[NH2+])NO
E_HOMO = -13.896 eV
spin multiplicity = 1
electronic energy = -10185.640 eV



(5)
Computed, not measured: a structure of composition C27H45Br2Cl2NO12 at a distorted geometry, with ωB97M-V/def2-TZVPD.

Each line ends with the Mulliken charge.
Positions of all 89 atoms, in Å:
C 5.39 -2.69 1.58  -0.99
C 4.05 -3.16 2.38  -0.18
C 3.44 -1.86 3.11  -0.88
C 1.92 -1.49 2.69  0.56
O 1.12 -2.64 2.29  -0.55
C -0.08 -2.20 1.57  0.01
O -1.14 -3.00 2.10  -0.41
C -1.54 -2.57 3.42  -0.42
C -2.82 -1.60 3.28  0.69
O -3.87 -1.86 4.24  -0.52
C -5.14 -1.28 3.80  -0.36
C -5.03 0.29 3.41  -0.47
O 0.23 -2.37 0.19  -0.35
C -0.71 -1.90 -0.76  -0.09
C -2.13 -2.67 -0.81  -0.21
C -2.01 -4.27 -0.68  0.22
O -2.78 -4.88 0.12  -0.52
Cl -0.86 -5.32 -1.65  -0.16
O -0.09 -2.24 -2.08  0.20
C 1.26 -2.64 -1.83  0.67
N 2.40 -3.05 -1.77  -0.77
C -0.87 -0.26 -0.86  -0.21
Cl 0.75 0.42 -0.37  0.46
C -2.04 0.28 0.15  0.50
C -2.28 1.86 0.08  -1.09
O -1.24 2.69 0.63  -0.02
C -1.15 2.61 2.04  0.41
O -1.90 1.97 2.82  -0.54
C 0.04 3.49 2.72  -0.30
C 0.35 4.85 1.91  -0.80
O -1.38 -0.01 -2.16  0.20
C -0.58 0.70 -3.10  1.48
C -0.75 2.33 -3.06  -1.51
O 0.06 2.98 -2.06  0.00
C 1.17 3.65 -2.75  -0.46
O 2.01 4.27 -1.73  -0.37
C 3.41 3.93 -1.95  -0.53
C 3.82 2.48 -1.37  -0.11
O 3.65 1.42 -2.38  -0.50
C -1.24 0.35 -4.57  -0.93
Br -3.09 -0.41 -4.21  -0.13
C -0.46 -0.74 -5.44  -0.19
C 1.15 -0.67 -5.43  -0.92
Br -1.09 -2.65 -5.18  -0.13
H 5.63 -3.44 0.72  0.32
H 6.30 -2.55 2.28  0.28
H 5.15 -1.69 1.05  0.21
H 4.30 -3.92 3.19  0.28
H 3.37 -3.62 1.58  0.17
H 3.50 -1.91 4.27  0.35
H 4.11 -0.96 2.81  0.32
H 2.00 -0.67 1.88  -0.29
H 1.44 -0.97 3.61  0.17
H -0.15 -1.07 1.84  0.59
H -0.70 -2.15 4.07  0.06
H -1.92 -3.52 3.97  0.33
H -2.41 -0.52 3.35  -0.15
H -3.31 -1.70 2.23  -0.02
H -5.60 -1.85 2.91  0.23
H -5.92 -1.35 4.65  0.35
H -5.93 0.91 3.76  0.38
H -4.10 0.73 3.95  0.15
H -4.93 0.35 2.26  0.03
H -2.85 -2.34 0.03  0.00
H -2.59 -2.44 -1.84  0.53
H -1.87 0.00 1.24  -0.79
H -3.06 -0.20 -0.14  0.47
H -2.58 2.11 -1.01  0.25
H -3.25 2.07 0.70  0.43
H 1.02 2.89 2.78  0.13
H -0.28 3.77 3.78  0.34
H 1.37 4.81 1.39  0.15
H 0.40 5.76 2.63  0.31
H -0.42 5.11 1.11  0.25
H 0.54 0.52 -3.11  0.11
H -1.88 2.62 -3.00  0.11
H -0.41 2.76 -4.08  0.54
H 1.77 2.87 -3.34  0.37
H 0.80 4.46 -3.49  0.19
H 3.61 4.00 -3.09  0.35
H 4.07 4.70 -1.41  0.31
H 4.95 2.50 -1.14  0.44
H 3.22 2.21 -0.43  0.02
H 4.33 0.74 -2.21  0.27
H -1.43 1.27 -5.21  0.54
H -0.76 -0.53 -6.55  0.42
H 1.44 0.45 -5.48  0.25
H 1.57 -1.21 -6.36  0.38
H 1.52 -1.18 -4.48  0.13

## Properties
ΔE to the lowest compared entry with this formula, charge and spin = 576.6 kJ/mol
largest force on an atom = 6.52 eV Å⁻¹
E_HOMO = -9.582 eV
spin multiplicity = 1
electronic energy = -219907.796 eV



(6)
Computed, not measured: a cluster of 2 separate species, C16H17N in total at a distorted geometry, with ωB97M-V/def2-TZVPD.

Each line ends with the natural charge from an NBO analysis.
Positions of all 34 atoms, in Å:
C 2.21 -2.31 -1.90  -0.64
C 0.07 -1.69 -0.86  -0.22
C 1.20 -2.51 -0.82  -0.02
C -0.84 -1.75 0.19  -0.19
C -0.82 -2.79 1.10  -0.23
C 1.28 -3.49 0.17  -0.23
C 0.27 -3.66 1.10  -0.20
H -0.14 -1.04 -1.69  0.21
H -1.69 -1.10 0.26  0.21
H 2.44 -1.26 -2.07  0.22
H 1.69 -2.41 -2.87  0.22
H -1.53 -2.80 1.91  0.21
H 2.29 -3.85 0.36  0.21
H 0.38 -4.32 1.95  0.21
H 3.10 -2.93 -2.00  0.22
C 0.98 2.52 -1.88  -0.65
C -0.25 2.10 0.32  -0.04
C -0.13 2.79 -0.93  -0.11
C -1.54 2.28 0.81  0.12
C -1.32 3.43 -1.09  -0.03
C 0.61 1.24 1.02  -0.20
C 0.16 0.60 2.15  -0.23
C -1.21 0.67 2.51  -0.22
C -2.06 1.56 1.89  -0.24
N -2.17 3.20 -0.01  -0.54
H 1.53 0.90 0.56  0.21
H 0.73 -0.04 2.77  0.21
H -1.60 0.03 3.30  0.21
H 1.58 3.43 -2.11  0.22
H 0.72 2.11 -2.86  0.23
H -1.50 4.25 -1.78  0.21
H -3.17 3.18 -0.13  0.40
H -3.13 1.58 2.01  0.21
H 1.86 2.08 -1.40  0.23

## Properties
ΔE to the lowest compared entry with this formula, charge and spin = 130.3 kJ/mol
largest force on an atom = 2.97 eV Å⁻¹
SMILES = Cc1c[nH]c2ccccc12.Cc1ccccc1
E_HOMO = -7.910 eV
spin multiplicity = 1
electronic energy = -18356.991 eV